Entry 1:
ORCA calculation (ωB97M-V with the def2-TZVPD basis set) on a structure of composition C8H22AgBr2N2O2.

Positions of all 37 atoms, in Å:
1 Ag 15.4609 -2.0231 -17.3956
2 Br 13.8626 -4.1591 -17.9250
3 Br 16.7553 0.2225 -16.7414
4 C 11.9233 -0.5303 -15.0089
5 C 13.3307 -0.8885 -15.4310
6 C 13.7745 -2.1453 -14.6978
7 O 15.0854 -2.5111 -15.0443
8 C 16.0531 -2.4059 -14.0219
9 N 13.4621 -1.0105 -16.9059
10 H 11.8921 -0.2714 -13.9498
11 H 11.2238 -1.3504 -15.1943
12 H 11.5694 0.3412 -15.5659
13 H 13.9878 -0.0612 -15.1438
14 H 13.1106 -2.9783 -14.9721
15 H 13.6705 -1.9859 -13.6211
16 H 16.2418 -1.3626 -13.7501
17 H 16.9744 -2.8424 -14.4012
18 H 15.7374 -2.9691 -13.1363
19 H 13.2972 -0.0778 -17.2734
20 H 12.7262 -1.6119 -17.2754
21 C 19.3097 -3.2241 -19.2826
22 C 18.0129 -2.5420 -18.8587
23 C 17.0781 -2.5096 -20.0295
24 O 15.8858 -1.8557 -19.6936
25 C 14.9597 -1.8713 -20.7639
26 N 17.3315 -3.2244 -17.7151
27 H 19.8759 -3.5300 -18.4001
28 H 19.9427 -2.5510 -19.8596
29 H 19.1238 -4.1255 -19.8744
30 H 18.2382 -1.5387 -18.4960
31 H 16.8546 -3.5440 -20.3422
32 H 17.5653 -1.9951 -20.8690
33 H 14.1002 -1.2917 -20.4429
34 H 14.6401 -2.8963 -20.9832
35 H 15.3978 -1.4316 -21.6672
36 H 17.9442 -3.3049 -16.9097
37 H 17.1026 -4.1865 -17.9641

Values from the calculation:
<S²>   0.756
Multiplicity   2
Energy relative to the best compared isomer or geometry (same formula, charge and spin)   0.0000 eV
Charge   0

***

Entry 2:
ORCA calculation (ωB97M-V with the def2-TZVPD basis set) on a cluster of 2 separate species, C30H47OSi in total at a distorted geometry.

Positions of all 79 atoms, in Å:
1 C -3.0190 -2.5727 3.2308
2 C -2.1382 -1.9329 2.1728
3 C -2.4211 -0.4682 2.0330
4 C -1.8270 0.4261 2.8409
5 C -2.1094 1.8688 2.7371
6 O -3.3344 -0.0690 1.0727
7 Si -2.8294 0.0905 -0.5285
8 C -3.8192 -1.0977 -1.5801
9 C -3.1734 1.8395 -1.0967
10 C -1.0001 -0.2771 -0.6873
11 H -2.8225 -3.6418 3.3424
12 H -2.8591 -2.1016 4.2032
13 H -4.0755 -2.4512 2.9814
14 H -1.0759 -2.0826 2.4054
15 H -2.2990 -2.4143 1.2000
16 H -1.1360 0.0733 3.5872
17 H -1.5252 2.4589 3.4464
18 H -1.8769 2.2350 1.7363
19 H -3.1654 2.0759 2.9229
20 H -3.5213 -1.0081 -2.6205
21 H -3.6541 -2.1187 -1.2499
22 H -4.8777 -0.8708 -1.4947
23 H -2.8801 1.9611 -2.1353
24 H -4.2337 2.0533 -1.0022
25 H -2.6200 2.5503 -0.4914
26 H -0.6952 -0.1417 -1.7201
27 H -0.4237 0.3945 -0.0584
28 H -0.7848 -1.2994 -0.3931
29 C 5.4829 6.6621 -3.8627
30 C 4.7601 5.8778 -2.8184
31 C 5.4426 4.9889 -2.0112
32 C 4.8191 4.2335 -1.0265
33 C 5.7181 3.3253 -0.2426
34 C 3.4339 4.3705 -0.8325
35 C 2.6690 3.6073 0.2505
36 C 3.0668 4.0218 1.6720
37 C 2.6960 2.0676 0.0915
38 C 2.2726 1.5663 -1.2405
39 C 2.3487 0.2609 -1.7001
40 C 1.8154 -0.0375 -3.0070
41 C 1.2114 1.0152 -3.8783
42 C 1.8803 -1.3237 -3.4908
43 C 2.4643 -2.3603 -2.7725
44 C 2.5335 -3.7380 -3.3351
45 C 2.9973 -2.0808 -1.5205
46 C 2.9487 -0.8263 -0.9547
47 C 3.5954 -0.6828 0.3826
48 C 2.7295 5.2779 -1.6440
49 C 1.2606 5.5148 -1.4856
50 C 3.4000 6.0103 -2.6155
51 H 4.8054 7.3217 -4.4076
52 H 6.2647 7.2806 -3.4166
53 H 5.9552 5.9962 -4.5876
54 H 6.5048 4.8830 -2.1406
55 H 5.2225 2.8022 0.5705
56 H 6.1634 2.5686 -0.8935
57 H 6.5353 3.8961 0.2055
58 H 1.6089 3.8846 0.1371
59 H 2.9248 5.0894 1.8318
60 H 2.4770 3.4892 2.4201
61 H 4.1103 3.8036 1.8851
62 H 3.7003 1.7121 0.3109
63 H 2.0523 1.6184 0.8570
64 H 1.8357 2.3054 -1.8883
65 H 0.9094 0.5945 -4.8383
66 H 0.3217 1.4539 -3.4253
67 H 1.9241 1.8130 -4.0918
68 H 1.4831 -1.5377 -4.4676
69 H 3.0199 -4.4243 -2.6383
70 H 1.5320 -4.1230 -3.5366
71 H 3.1009 -3.7498 -4.2680
72 H 3.5004 -2.8693 -0.9879
73 H 3.9094 -1.6560 0.7642
74 H 4.5008 -0.0783 0.3164
75 H 2.9237 -0.2650 1.1345
76 H 0.9014 6.2613 -2.1955
77 H 0.6803 4.6072 -1.6615
78 H 1.0273 5.8915 -0.4884
79 H 2.8522 6.7130 -3.2190

Values from the calculation:
Multiplicity   1
Energy relative to the best compared isomer or geometry (same formula, charge and spin)   0.0000 eV
Charge   +1

***

Entry 3:
ORCA calculation (ωB97M-V with the def2-TZVPD basis set) on a cluster of 2 separate species, C19H18N2O4S in total at a distorted geometry.

Positions of all 44 atoms, in Å:
1 C 4.8496 -1.3493 1.7916
2 C 4.7462 -0.8994 0.5196
3 C 3.5130 -1.0655 -0.3183
4 C 2.5407 0.0341 0.0429
5 C 3.0046 1.3191 0.4461
6 C 2.1129 2.2947 0.8000
7 C 0.7147 2.0814 0.7790
8 N -0.1212 3.0925 1.1458
9 C -1.3813 2.7592 1.1181
10 C -1.8781 1.4890 0.7448
11 C -3.3846 1.3030 0.8171
12 C -3.9753 0.0108 0.3187
13 C -3.4009 -1.2435 0.4967
14 C -3.9805 -2.4197 0.0393
15 C -5.2120 -2.3671 -0.5999
16 C -5.8143 -1.1265 -0.7630
17 C -5.2253 0.0601 -0.3321
18 C -5.9839 1.3466 -0.5557
19 N -1.0843 0.5321 0.3596
20 C 0.2505 0.8156 0.3746
21 C 1.1829 -0.1764 0.0094
22 H 5.1528 -0.6860 2.5948
23 H 4.6432 -2.3884 2.0385
24 H 5.5972 -0.3774 0.0578
25 H 3.0480 -2.0000 0.0188
26 H 3.7494 -1.1008 -1.3850
27 H 4.0574 1.5411 0.5062
28 H 2.4796 3.2612 1.1180
29 H -2.0955 3.5227 1.4143
30 H -3.8183 2.1407 0.2771
31 H -3.6696 1.4714 1.8609
32 H -2.4502 -1.3069 1.0000
33 H -3.4650 -3.3572 0.1840
34 H -5.7001 -3.2599 -0.9629
35 H -6.7873 -1.0938 -1.2387
36 H -5.4340 2.0442 -1.1833
37 H -6.1659 1.8269 0.4082
38 H -6.9678 1.1348 -0.9623
39 H 0.8136 -1.1528 -0.2740
40 O 7.4538 -2.5256 -1.6982
41 S 7.1178 -1.3476 -2.5486
42 O 7.9753 -1.3223 -3.7632
43 O 7.3206 -0.0922 -1.7518
44 O 5.6717 -1.4229 -2.9450

Values from the calculation:
DFT total energy   -41998.59047 eV
Multiplicity   1
Charge   -2

***

Molecular weight list, top to bottom, in g/mol: 445.95; 451.79; 370.43